{"formula": "C42H104O16", "method": "ωB97M-V with the def2-TZVPD basis set", "homo_energy_ev": -9.53, "e_lumo_ev": 0.5, "multiplicity": 1, "energy_ev": -77999.307, "orbital_gap_ev": 10.1, "elements": ["O", "C", "O", "C", "C", "C", "H", "H", "H", "H", "H", "H", "H", "H", "O", "C", "O", "C", "C", "C", "H", "H", "H", "H", "H", "H", "H", "H", "O", "C", "O", "C", "C", "C", "H", "H", "H", "H", "H", "H", "H", "H", "C", "C", "C", "O", "H", "H", "H", "H", "H", "H", "H", "H", "C", "C", "C", "O", "H", "H", "H", "H", "H", "H", "H", "H", "C", "C", "C", "O", "H", "H", "H", "H", "H", "H", "H", "H", "C", "C", "C", "O", "H", "H", "H", "H", "H", "H", "H", "H", "C", "C", "C", "O", "H", "H", "H", "H", "H", "H", "H", "H", "C", "C", "C", "O", "H", "H", "H", "H", "H", "H", "H", "H", "C", "C", "C", "O", "H", "H", "H", "H", "H", "H", "H", "H", "C", "C", "C", "O", "H", "H", "H", "H", "H", "H", "H", "H", "C", "C", "C", "O", "H", "H", "H", "H", "H", "H", "H", "H", "C", "C", "C", "O", "H", "H", "H", "H", "H", "H", "H", "H"], "xyz": [[-2.481023, -2.932401, 4.607605], [-1.767428, -3.898362, 4.758713], [-0.819194, -4.251581, 3.854549], [-0.665783, -3.314758, 2.754568], [0.118990, -3.967348, 1.674260], [-1.734304, -4.918863, 5.890621], [-0.178856, -2.477264, 3.153863], [-1.626391, -2.870596, 2.422495], [-0.429695, -4.737441, 1.104139], [0.950039, -4.419341, 2.102058], [0.463933, -3.179132, 1.066681], [-0.678488, -5.098240, 6.182095], [-2.191848, -5.776486, 5.541355], [-2.284632, -4.562669, 6.759044], [0.928790, 6.901190, -0.742759], [0.686304, 6.971389, -1.911921], [0.612430, 5.850527, -2.724160], [0.987753, 4.650003, -1.999933], [2.458450, 4.299652, -1.942322], [0.478855, 8.159063, -2.827429], [0.391605, 3.794018, -2.474510], [0.644611, 4.894941, -0.967859], [2.618078, 3.339893, -1.454425], [3.067532, 5.105968, -1.530856], [2.874933, 4.220029, -2.950216], [0.323575, 9.120620, -2.336108], [-0.287187, 7.888769, -3.512588], [1.381284, 8.193988, -3.426834], [-3.631454, -3.897862, 0.568365], [-4.547491, -3.298307, 0.058555], [-5.706641, -3.939235, -0.196274], [-5.764403, -5.335023, 0.093111], [-7.214475, -5.738073, -0.135481], [-4.586215, -1.905283, -0.447461], [-5.470576, -5.465484, 1.133778], [-5.045667, -5.803439, -0.575376], [-7.908001, -5.167396, 0.470587], [-7.398381, -6.791224, 0.136624], [-7.410186, -5.574546, -1.215606], [-3.567014, -1.580545, -0.265438], [-5.236094, -1.275483, 0.160286], [-4.939214, -1.892795, -1.537723], [5.041820, -0.495364, 0.468569], [4.538601, -1.753020, -0.108648], [3.902621, -2.569692, 0.969647], [3.593998, -1.475150, -1.119162], [5.603026, 0.099023, -0.293002], [5.831531, -0.616136, 1.308576], [4.186031, 0.044228, 0.860907], [5.365768, -2.314990, -0.596367], [3.398832, -3.507827, 0.673365], [3.195876, -1.960292, 1.514685], [4.675804, -2.772746, 1.729039], [3.574245, -0.538442, -1.472036], [-1.629246, -2.508499, -2.644026], [-1.061214, -3.716452, -1.914061], [-1.939787, -4.905963, -1.926215], [0.235563, -4.086383, -2.520500], [-2.305783, -2.788425, -3.461713], [-0.887392, -1.808138, -2.989466], [-2.274411, -1.927582, -2.016915], [-0.790866, -3.433689, -0.836716], [-1.432006, -5.750097, -1.334896], [-2.100444, -5.285778, -2.900857], [-2.908643, -4.735687, -1.382221], [0.991326, -3.677856, -2.024569], [-4.959193, 3.863544, -0.772050], [-4.628440, 2.998511, 0.456465], [-5.751835, 2.007113, 0.695176], [-3.484948, 2.258185, 0.016501], [-4.249314, 4.680144, -0.849704], [-6.013953, 4.179512, -0.682489], [-4.911154, 3.375093, -1.726651], [-4.523796, 3.639646, 1.352414], [-5.461444, 1.269073, 1.450922], [-5.833917, 1.458937, -0.283094], [-6.634379, 2.456853, 1.118576], [-3.228981, 1.511092, 0.617722], [5.143724, 1.940865, -4.294785], [4.965775, 1.350541, -2.913927], [5.642158, 2.295814, -2.011026], [3.618274, 1.265154, -2.427475], [4.380040, 1.558928, -4.944113], [6.104873, 1.635331, -4.707108], [5.171747, 3.040015, -4.358896], [5.397776, 0.385321, -2.815208], [6.748010, 2.401883, -2.295566], [5.532935, 2.094928, -0.982773], [5.231166, 3.301291, -2.171149], [2.952503, 0.768094, -2.894699], [-2.897453, 1.018138, 3.902488], [-2.989766, -0.201549, 3.079235], [-4.273229, -1.010768, 3.091171], [-2.731036, 0.134722, 1.676248], [-3.692154, 1.751605, 3.789134], [-2.021573, 1.634947, 3.772610], [-2.941803, 0.685659, 4.930111], [-2.254629, -0.854011, 3.516060], [-4.059428, -1.888179, 2.505459], [-4.998218, -0.440652, 2.515380], [-4.465982, -1.318283, 4.099207], [-1.754362, 0.404882, 1.634962], [1.841158, -0.921889, -6.330335], [1.848563, -1.365997, -4.870115], [3.188290, -1.964631, -4.528780], [1.715227, -0.191070, -4.033088], [2.159404, -1.731703, -7.017388], [2.575481, -0.102361, -6.509974], [0.793550, -0.650194, -6.568053], [0.988381, -2.017921, -4.773496], [4.032387, -1.421181, -4.969487], [3.271787, -2.927635, -4.972064], [3.179052, -2.142529, -3.471512], [0.785772, 0.075099, -4.104029], [-3.041554, 0.762163, -4.226005], [-2.246890, 1.904165, -4.766622], [-2.336496, 3.161561, -3.911876], [-0.926730, 1.398551, -4.880452], [-2.781934, -0.069876, -4.893365], [-4.080601, 0.973000, -4.361535], [-2.924046, 0.634561, -3.147934], [-2.652598, 2.224064, -5.696843], [-1.486248, 3.842412, -4.124418], [-2.299336, 2.859934, -2.931478], [-3.211702, 3.685925, -4.115277], [-0.403133, 2.133276, -5.177614], [1.455175, -1.395020, 6.125976], [0.897581, -0.568934, 4.936528], [0.801297, 0.895036, 5.294774], [1.725781, -0.686604, 3.788822], [0.691053, -1.213577, 6.977612], [2.343642, -0.897967, 6.497280], [1.650235, -2.432642, 5.964046], [-0.113675, -1.094172, 4.643103], [0.297934, 1.452714, 4.452224], [1.815020, 1.341423, 5.544441], [0.156688, 1.094837, 6.144669], [2.691938, -0.361353, 3.869041], [-0.166748, -0.411790, 0.039019], [0.722645, 0.501246, 0.777414], [0.850745, 1.794617, -0.000027], [0.175906, 0.784453, 2.036922], [0.345949, -0.771533, -0.869082], [-1.077482, 0.130391, -0.409987], [-0.574860, -1.204042, 0.628583], [1.700486, 0.017391, 0.889163], [1.302566, 1.482211, -0.931737], [1.672268, 2.416170, 0.428925], [-0.105953, 2.269507, -0.128445], [0.588505, 0.309855, 2.753795], [5.948702, 2.446747, 3.986473], [4.534576, 2.072597, 4.130004], [3.742901, 2.532427, 2.922777], [4.375159, 0.650081, 4.350980], [6.599885, 2.065138, 4.792948], [6.168261, 3.470345, 3.936025], [6.335514, 1.986874, 3.070396], [4.178357, 2.499026, 5.102062], [3.729925, 3.633137, 2.897025], [2.740517, 2.163256, 2.949691], [4.195093, 2.141173, 1.960231], [5.266857, 0.250967, 4.439449]], "forces_ev_per_angstrom": [[0.278, -0.636, 0.673], [0.573, -0.244, -0.368], [-0.819, 0.542, 0.002], [-1.583, -0.406, -0.136], [-1.563, -0.453, -0.174], [1.080, 2.433, 0.774], [1.238, 1.152, 0.516], [0.173, -0.906, 0.074], [0.052, 0.534, 0.205], [1.722, -0.926, 0.750], [0.458, 0.752, -1.215], [-0.714, -0.075, -0.307], [-0.736, -2.015, -0.683], [-0.031, 0.123, -0.093], [-0.024, 0.755, 0.071], [-0.112, -0.606, -1.268], [0.869, 0.172, 0.709], [-1.518, -0.931, 0.668], [0.362, 0.785, -1.221], [0.708, -0.087, 0.863], [0.743, 1.296, 0.761], [0.040, -1.049, -0.675], [-0.003, 0.238, 0.099], [-0.205, -0.086, 0.630], [-0.190, -0.357, -0.177], [-0.076, -0.335, 0.066], [-0.867, 0.068, -0.482], [0.287, 0.228, -0.103], [0.327, 0.710, 0.206], [-0.940, -1.503, -0.150], [-0.325, 0.805, -0.246], [-0.453, 0.305, 0.588], [0.412, -0.591, -0.797], [0.182, 0.153, -0.764], [0.179, -0.259, -0.040], [-0.092, -0.485, 0.122], [0.060, 0.390, 0.006], [0.281, 0.294, -0.339], [-0.313, -0.220, 0.677], [0.041, 0.642, -0.508], [-0.148, -0.118, -0.097], [0.702, 0.079, 1.603], [2.622, 1.345, 0.977], [0.470, -0.801, -1.034], [0.105, -0.766, 0.942], [-1.057, 0.864, -0.998], [-0.740, -0.258, 0.458], [-1.436, -0.135, -1.129], [0.023, 0.443, 0.088], [-0.257, 0.125, 0.368], [0.410, 0.473, -0.102], [-0.585, 0.243, 0.010], [-0.154, -0.368, -0.305], [0.507, -1.150, 0.874], [-0.758, -0.284, -0.187], [2.354, 1.329, 1.155], [-0.219, -1.727, 2.585], [0.205, 0.328, 0.554], [0.483, -0.165, -0.210], [0.509, 0.003, -0.245], [-0.355, 0.278, 0.756], [-0.760, -0.265, -1.369], [-0.642, 1.131, -0.811], [-0.272, -0.223, -1.158], [0.967, 0.012, -0.795], [-1.305, -0.390, -0.574], [-0.738, 0.559, 1.014], [-0.223, -0.741, -1.426], [0.800, -1.003, -0.373], [0.684, -0.064, 0.796], [-0.190, 0.451, 0.132], [0.527, 0.511, 0.027], [0.202, -0.962, -0.204], [0.615, -0.241, -0.306], [0.227, 0.052, -0.139], [-0.679, 0.452, 0.965], [-0.658, 0.268, -0.491], [-0.648, 0.786, -0.114], [0.114, -0.289, -0.792], [-1.037, 0.796, -0.116], [2.138, 1.897, -0.404], [0.362, 0.768, 1.140], [-0.430, -0.107, -0.594], [0.080, -0.227, 0.000], [-0.423, -0.353, 0.415], [0.540, -1.102, -0.306], [-1.401, -0.360, 0.547], [0.051, -0.481, 1.264], [-0.053, -0.187, 0.065], [-0.073, -0.567, -1.384], [-1.008, 1.190, 1.096], [0.118, -0.002, -1.403], [1.013, 0.872, -0.849], [1.890, -0.125, 0.637], [-0.576, -0.156, -0.281], [0.736, -0.353, -0.247], [0.096, 0.126, 0.587], [0.849, -0.533, -0.526], [0.036, -0.578, -0.125], [-0.665, -0.029, 0.651], [-0.787, 0.047, 0.416], [-1.580, -0.430, 0.281], [-0.098, 0.074, -0.559], [1.153, 1.200, -1.196], [-0.650, -0.354, -0.147], [-0.733, -0.432, -0.039], [-0.353, 0.163, 0.449], [-0.766, -0.284, 0.255], [0.702, 0.280, -0.307], [0.057, -0.431, 0.714], [-0.203, 0.410, 0.656], [-0.110, -1.038, -0.503], [0.785, 0.259, 0.690], [0.101, 0.341, 0.104], [-0.267, -0.033, -0.479], [-0.182, 0.579, 1.080], [2.252, -0.311, -1.692], [0.176, -0.049, -0.020], [-0.168, -0.340, 0.801], [-0.890, 0.084, -0.171], [0.502, -0.434, -0.179], [-0.058, -0.288, -1.459], [-0.379, -0.276, 0.099], [0.101, -0.299, 2.669], [-1.671, 0.874, -0.260], [0.742, 0.391, -0.236], [-1.789, 2.165, 1.324], [-0.107, -1.716, 0.555], [-0.433, 1.267, -0.466], [1.646, -0.039, -0.962], [1.094, -0.779, -1.196], [0.487, -0.030, -0.057], [-0.127, -0.620, -0.322], [1.665, 1.465, 0.394], [0.885, -0.362, 0.743], [-1.078, -0.623, -0.532], [-0.083, -0.221, 0.326], [-2.092, -0.382, 0.567], [-1.694, 0.256, -2.670], [0.496, 0.506, 0.212], [2.167, -0.503, 0.447], [-1.330, 1.049, 0.358], [-0.057, -0.303, 0.414], [1.114, -0.485, 0.801], [0.010, -0.742, 0.354], [0.081, 0.136, 0.078], [-0.292, 0.155, -0.788], [-1.054, 0.034, 0.068], [-0.214, 0.427, -0.001], [0.799, -0.702, 0.155], [2.020, -1.914, -0.090], [-1.068, 0.117, 1.406], [0.713, -0.078, -0.731], [0.862, -0.408, -0.464], [-0.420, 0.003, -0.015], [-0.170, 1.610, -0.151], [0.069, 0.097, -0.102], [-0.210, 0.169, -0.937], [-0.046, -0.371, -0.103], [-0.827, -0.130, 0.102], [-0.274, 0.471, 1.089], [-0.871, 0.302, -0.105]], "lowdin_charge": [0.0883, -0.4913, -0.0010, -0.2039, -0.0437, 0.0321, 0.0767, 0.1210, 0.0969, 0.0602, 0.0463, 0.1003, 0.0567, 0.0862, 0.1054, -0.5053, -0.0498, -0.2265, -0.0744, 0.0248, 0.1306, 0.1154, 0.0431, 0.0818, 0.0743, 0.0913, 0.0722, 0.0890, 0.0779, -0.5528, -0.0303, -0.2254, -0.0660, 0.0243, 0.1219, 0.1200, 0.0723, 0.0801, 0.0869, 0.0672, 0.0812, 0.1298, -0.0699, -0.5375, -0.0561, -0.0707, 0.0749, 0.1174, 0.0658, 0.1460, 0.0889, 0.0583, 0.0881, 0.0767, -0.0467, -0.4607, -0.0647, -0.0881, 0.0894, 0.0579, 0.0377, 0.1229, 0.1119, 0.0666, 0.0696, 0.0955, -0.0645, -0.4808, -0.0638, -0.0931, 0.0724, 0.0826, 0.0576, 0.1377, 0.0468, 0.1036, 0.0732, 0.0521, -0.0469, -0.4835, -0.0780, -0.0726, 0.0634, 0.0841, 0.0867, 0.1229, 0.1234, 0.0442, 0.0761, 0.0400, -0.0474, -0.4616, -0.0249, -0.1111, 0.0807, 0.0701, 0.0863, 0.0890, 0.0575, 0.0639, 0.0786, 0.0792, -0.0628, -0.4597, -0.0442, -0.0786, 0.0857, 0.0857, 0.0795, 0.1284, 0.0920, 0.0717, 0.0584, 0.0668, -0.0468, -0.4945, -0.0279, -0.0448, 0.0926, 0.0742, 0.0849, 0.1226, 0.0891, 0.0446, 0.0632, 0.0820, -0.0452, -0.4854, -0.0544, -0.1153, 0.1108, 0.0645, 0.0613, 0.1502, 0.0811, 0.0994, 0.0753, 0.1132, -0.0589, -0.4949, -0.0312, -0.0559, 0.0913, 0.1141, 0.0593, 0.1318, 0.0660, 0.0905, 0.0862, 0.0245, -0.0759, -0.4949, -0.0371, -0.0816, 0.0954, 0.0708, 0.0905, 0.1458, 0.0976, 0.0520, 0.0925, 0.1036]}